Entry 1:
This record from OMol25 describes a cluster of 2 separate species, C3H7IN4S in total in a non-equilibrium geometry. The level of theory is wB97M-V/def2-TZVPD.

Element x y z (Å)
C1 0.26549 1.70284 2.60842
C2 0.51836 1.15144 1.53957
N1 0.87398 0.46830 0.46706
C3 2.10119 0.68336 -0.29857
N2 0.06267 -0.56254 0.12315
N3 0.43662 -1.15786 -0.92971
N4 -0.34567 -2.16293 -1.31256
H1 0.13122 2.13940 3.50563
H2 1.83317 0.44238 -1.36574
H3 2.37178 1.69570 -0.23359
H4 2.94933 0.17880 0.12122
H5 -1.17753 -2.15428 -0.66907
H6 -0.50477 -2.13284 -2.29735
S1 -3.75260 0.06730 0.28984
I1 -2.52271 0.90895 -1.56819
H7 -3.24054 -1.26803 0.01991

The charge is 0. The LUMO energy is -0.755 eV. For the HOMO-LUMO gap, the calculation gives 7.198 eV. The spin multiplicity is 1. The HOMO energy comes out at -8.0 eV. The structure (SMILES) is C#CN(C)/N=N/N.SI.

Results of the Mulliken charge analysis, in e, for atoms 1 through 5:
1. C -0.441
2. C -0.031
3. N 0.162
4. C -0.888
5. N -0.010

***

Entry 2:
This record from OMol25 describes a cluster of 2 separate species, C16H17NO in total in a non-equilibrium geometry. The level of theory is wB97M-V/def2-TZVPD.

Element x y z (Å)
C1 1.13828 -0.05968 3.91455
C2 0.69813 0.63000 2.71105
C3 -0.11608 1.75623 2.88836
N1 -0.16048 2.51126 1.71292
C4 0.68865 1.74895 0.80825
C5 0.90244 2.13247 -0.51773
C6 1.87732 1.36926 -1.18746
C7 2.43901 0.27686 -0.58603
C8 2.12178 -0.14837 0.67610
C9 1.14674 0.63202 1.41194
H1 1.27025 -1.12937 3.70373
H2 0.43172 -0.08847 4.83038
H3 1.94291 0.36503 4.34832
H4 -0.73198 2.01821 3.84584
H5 -0.76706 3.17927 1.49346
H6 0.47506 2.78509 -1.23682
H7 2.14982 1.47198 -2.23998
H8 3.07543 -0.28202 -1.28899
H9 2.36457 -1.14764 0.98410
C10 -0.74036 -2.57452 0.83630
C11 -1.11113 -1.97515 -0.38797
C12 -1.66994 -0.73863 -0.24754
C13 -1.88575 0.04490 -1.38150
C14 -1.58482 -0.59784 -2.68393
O1 -1.81462 0.08365 -3.82156
C15 -0.99138 -1.84096 -2.82040
C16 -0.60996 -2.57068 -1.58653
H10 -0.88746 -2.03028 1.80840
H11 0.25318 -2.91764 0.96980
H12 -1.64051 -3.25172 0.75965
H13 -1.86779 -0.47578 0.83327
H14 -2.06286 1.01836 -1.41349
H15 -1.39810 -0.45429 -4.56189
H16 -0.65977 -2.39421 -3.70154
H17 -0.12470 -3.42379 -1.63701

The charge is 0. The LUMO energy is 0.847 eV. For the HOMO-LUMO gap, the calculation gives 8.393 eV. The spin multiplicity is 1. The HOMO energy comes out at -7.5 eV. The structure (SMILES) is Cc1c[nH]c2ccccc12.Cc1ccc(O)cc1.

Results of the Mulliken charge analysis, in e, for atoms 1 through 5:
1. C -1.575
2. C 0.499
3. C -0.740
4. N -0.062
5. C 0.094

***

Entry 3:
This record from OMol25 describes a structure of composition C8H9N2O5PdS in a non-equilibrium geometry. The level of theory is wB97M-V/def2-TZVPD.

Element x y z (Å)
O1 4.26054 -2.23271 -1.95341
C1 3.21578 -2.14543 -1.51827
Pd1 1.42917 -1.96383 -0.55486
O2 1.72999 -4.81380 -1.82249
C2 1.32328 -3.85877 -1.32246
C3 1.96416 1.12386 -0.90237
O3 1.22451 1.81356 -0.20685
C4 1.46189 -0.11652 -1.61088
O4 1.07050 -0.16515 -2.74728
C5 2.37648 -1.41944 1.11904
O5 3.16230 -1.34771 1.94945
H1 3.00910 1.41708 -1.06882
C6 -3.14223 1.35007 -0.23705
N1 -1.95455 0.51353 -0.43333
C7 -1.35875 -0.14683 0.58483
S1 -0.90972 -1.80216 0.42079
N2 -1.17424 0.45937 1.76244
C8 -1.16555 1.92774 1.94485
H2 -2.89300 2.30951 0.22569
H3 -3.90187 0.83522 0.38012
H4 -3.58716 1.51643 -1.22877
H5 -1.93979 -0.02125 -1.29898
H6 -0.74744 -0.10524 2.49177
H7 -2.18637 2.28579 2.14350
H8 -0.53432 2.15533 2.81667
H9 -0.73270 2.43136 1.06665

The charge is +1. The LUMO energy (spin up / spin down) is -3.872 / -5.840 eV. For the HOMO-LUMO gap (spin up / spin down), the calculation gives 7.272 / 6.617 eV. The spin multiplicity is 3. The HOMO energy (spin up / spin down) comes out at -11.1 / -12.5 eV.

Results of the Mulliken charge analysis, in e, for atoms 1 through 5:
1. O -0.118
2. C 0.240
3. Pd -0.176
4. O -0.160
5. C 0.396

***

Entry 4:
This record from OMol25 describes a cluster of 2 separate species, CH2ClNO in total in a non-equilibrium geometry. The level of theory is wB97M-V/def2-TZVPD.

Element x y z (Å)
C1 -0.10464 -0.18177 -0.17003
N1 -0.02205 1.15198 -0.08869
O1 1.04929 1.76250 0.22464
Cl1 1.16417 -1.40166 0.16954
H1 -0.64739 -0.77136 -0.97787
H2 -1.43939 -0.55969 0.84242

The charge is 0. The LUMO energy is -1.952 eV. For the HOMO-LUMO gap, the calculation gives 8.092 eV. The spin multiplicity is 1. The HOMO energy comes out at -10.0 eV.

Results of the Mulliken charge analysis, in e, for atoms 1 through 5:
1. C -0.278
2. N 0.037
3. O -0.276
4. Cl -0.119
5. H 0.361

***

Entry 5:
This record from OMol25 describes a structure of composition C21H56Cl6F3KO27P6S in a non-equilibrium geometry. The level of theory is wB97M-V/def2-TZVPD.

Element x y z (Å)
K1 -4.80923 -11.03579 -19.52295
C1 -3.59082 -11.77018 -14.42803
F1 -4.66425 -12.48415 -14.13349
F2 -3.06416 -11.16149 -13.29598
F3 -2.62332 -12.59687 -14.86323
S1 -4.10131 -10.36802 -15.75035
O1 -4.75399 -11.16038 -16.79131
O2 -4.97561 -9.36789 -15.08602
O3 -2.82667 -9.80115 -16.24458
C2 -0.77997 -11.82130 -22.36447
O4 -0.03165 -11.59614 -21.21343
P1 -0.79326 -11.02466 -19.87902
O5 -2.23843 -11.44262 -19.80783
O6 -0.42896 -9.40182 -19.95483
C3 -1.30656 -8.63829 -20.79550
O7 0.19808 -11.49945 -18.68504
C4 0.09555 -10.97121 -17.38792
H1 -0.76958 -12.86913 -22.66457
H2 -0.26915 -11.28201 -23.16217
H3 -1.81548 -11.48202 -22.33777
H4 -0.90954 -8.61430 -21.81034
H5 -1.33366 -7.59529 -20.48001
H6 -2.32518 -9.01891 -20.72049
H7 -0.32505 -9.97975 -17.55588
H8 1.11759 -10.91509 -17.01325
H9 -0.49734 -11.57704 -16.70268
C5 -4.07763 -6.91952 -10.56762
O8 -5.17201 -7.05267 -9.68274
P2 -6.67644 -6.62690 -10.20611
O9 -6.72645 -5.27015 -10.86261
O10 -7.53879 -6.75561 -8.79986
C6 -7.28467 -5.83430 -7.79899
O11 -7.12420 -7.91633 -11.04576
C7 -6.65780 -8.05676 -12.38739
H10 -3.33699 -6.15719 -10.32597
H11 -4.40370 -6.71136 -11.58666
H12 -3.61476 -7.88956 -10.74890
H13 -6.68102 -5.00354 -8.16443
H14 -6.69554 -6.26023 -6.98682
H15 -8.23950 -5.38750 -7.52192
H16 -6.13317 -7.21985 -12.84831
H17 -7.56963 -8.09403 -12.98344
H18 -6.05573 -8.96402 -12.43727
C8 -9.51622 -14.97673 -19.40488
O12 -8.35521 -14.28154 -19.67870
P3 -6.89137 -14.91622 -19.33857
O13 -5.71537 -14.19649 -19.88868
O14 -6.90855 -15.02597 -17.72013
C9 -6.58209 -13.95360 -16.88816
O15 -6.99762 -16.48448 -19.86745
C10 -6.45760 -17.51393 -19.07750
H19 -9.39789 -15.74845 -18.64426
H20 -9.85102 -15.55184 -20.26817
H21 -10.33028 -14.39146 -18.97727
H22 -5.90981 -14.33280 -16.11852
H23 -7.36027 -13.44665 -16.31761
H24 -6.07924 -13.18630 -17.47680
H25 -7.13399 -18.05886 -18.41898
H26 -5.56877 -17.26973 -18.49573
H27 -5.98468 -18.24288 -19.73559
C11 -4.03447 -6.94201 -17.58751
O16 -5.14482 -6.38213 -18.28657
P4 -5.51065 -6.94464 -19.78509
O17 -5.90570 -8.35784 -19.81608
O18 -6.68247 -5.91622 -20.26537
C12 -7.77284 -5.69104 -19.35357
O19 -4.22331 -6.50240 -20.70401
C13 -3.62465 -5.20145 -20.60036
H28 -4.38108 -7.49937 -16.71727
H29 -3.45170 -6.11818 -17.17544
H30 -3.34326 -7.61156 -18.09939
H31 -8.67519 -5.61595 -19.96039
H32 -7.72655 -4.78028 -18.75650
H33 -7.88928 -6.61687 -18.79021
H34 -4.35871 -4.41656 -20.78262
H35 -2.83385 -5.08533 -21.34147
H36 -3.19219 -5.05393 -19.61075
C14 -0.52681 -15.12432 -15.09750
O20 0.65526 -15.97263 -15.02221
P5 1.23220 -16.73365 -16.38396
O21 2.39533 -17.63845 -16.12918
O22 -0.08776 -17.50115 -16.90677
C15 -0.75085 -18.45621 -16.11132
O23 1.51384 -15.59502 -17.45774
C16 2.36187 -14.51870 -17.10613
H37 -0.24125 -14.09929 -15.33388
H38 -1.07111 -15.16346 -14.15395
H39 -1.17261 -15.39740 -15.93205
H40 -0.47285 -18.41040 -15.05836
H41 -0.38797 -19.42485 -16.45502
H42 -1.83549 -18.39734 -16.20191
H43 2.54101 -14.55314 -16.03150
H44 1.91332 -13.56568 -17.38657
H45 3.29567 -14.60922 -17.66103
C17 -8.05554 -9.72972 -16.97876
O24 -9.13207 -10.25492 -17.71827
P6 -9.01173 -10.44965 -19.30684
O25 -7.66554 -10.93783 -19.67053
O26 -9.40351 -9.05154 -19.96391
C18 -8.79888 -8.67227 -21.21356
O27 -10.22835 -11.44008 -19.75508
C19 -11.57377 -11.12242 -19.52051
H46 -7.26189 -9.27983 -17.57527
H47 -7.52171 -10.53155 -16.46866
H48 -8.39515 -9.05661 -16.19156
H49 -7.98891 -9.34546 -21.49439
H50 -8.44187 -7.65064 -21.08353
H51 -9.48506 -8.83740 -22.04422
H52 -12.15216 -11.50439 -20.36174
H53 -11.70260 -10.05111 -19.36626
H54 -11.96374 -11.63056 -18.63858
C20 -7.00826 -16.11313 -13.29365
Cl1 -8.61313 -15.86932 -14.12562
Cl2 -7.09778 -17.29385 -11.93269
Cl3 -6.22135 -14.59131 -12.71764
H55 -6.36975 -16.43161 -14.11766
C21 -1.39731 -7.94777 -14.20497
Cl4 -0.14565 -9.21891 -14.26905
Cl5 -1.06010 -6.84367 -15.60922
Cl6 -1.28271 -6.97958 -12.74785
H56 -2.40087 -8.35934 -14.31247

The charge is 0. The LUMO energy is 0.037 eV. For the HOMO-LUMO gap, the calculation gives 9.989 eV. The spin multiplicity is 1. The HOMO energy comes out at -10.0 eV.

Results of the Mulliken charge analysis, in e, for atoms 1 through 5:
1. K 0.954
2. C 0.224
3. F -0.112
4. F -0.191
5. F -0.160

***

Entry 6:
This record from OMol25 describes a structure of composition C21H27N4O2SbSe4SiY in a non-equilibrium geometry. The level of theory is wB97M-V/def2-TZVPD.

Element x y z (Å)
Y1 0.44460 0.28704 0.89248
O1 4.37439 -1.54737 -4.10125
C1 4.78861 -0.60310 -3.15386
C2 3.65170 0.01437 -2.39753
C3 3.91064 0.86068 -1.32393
C4 2.85816 1.36944 -0.60671
N1 1.57331 1.09178 -0.87798
C5 1.32439 0.21632 -1.87904
C6 2.32646 -0.29059 -2.68258
C7 -0.06870 -0.30108 -1.96637
C8 -0.82591 -0.28105 -3.12906
C9 -2.12263 -0.76813 -3.10557
C10 -3.05571 -0.63799 -4.28103
O2 -2.60645 0.23846 -5.29061
C11 -2.57294 -1.39003 -1.93960
C12 -1.74967 -1.41085 -0.83860
N2 -0.55962 -0.80423 -0.81324
H1 4.24594 -2.37739 -3.60194
H2 5.34369 0.18904 -3.66808
H3 5.45059 -1.07111 -2.41671
H4 4.92914 1.05527 -1.01482
H5 3.03127 2.01035 0.25124
H6 2.09744 -1.00705 -3.45935
H7 -0.40726 0.12480 -4.04056
H8 -4.03849 -0.33286 -3.90206
H9 -3.17692 -1.61180 -4.75940
H10 -2.47311 1.11303 -4.91001
H11 -3.55083 -1.85256 -1.89859
H12 -2.04285 -1.91620 0.07491
C13 1.89998 -1.48013 4.12554
C14 0.54575 -0.84346 4.08131
C15 -0.40291 -1.08689 5.05990
C16 -1.64260 -0.46213 4.97505
C17 -1.92845 0.38567 3.93098
C18 -0.94700 0.59256 2.94573
N3 0.26731 -0.01742 3.04855
N4 -1.06698 1.33930 1.82465
Si1 -2.36555 2.21134 1.16188
C19 -2.87822 3.71788 2.16820
C20 -1.70365 2.79962 -0.51370
C21 -3.90635 1.16830 0.80993
H13 2.21639 -1.66044 5.15210
H14 2.64078 -0.86760 3.62043
H15 1.87222 -2.44450 3.60849
H16 -0.16965 -1.75622 5.87514
H17 -2.38963 -0.63935 5.73995
H18 -2.87615 0.89959 3.83298
H19 -2.03419 4.39082 2.33010
H20 -3.26632 3.43287 3.14871
H21 -3.66076 4.27152 1.64377
H22 -0.69344 3.20921 -0.43698
H23 -2.33984 3.58886 -0.92351
H24 -1.68374 1.99087 -1.25129
H25 -4.36800 0.80939 1.73333
H26 -3.67588 0.29601 0.19742
H27 -4.65309 1.76084 0.27489
Se1 4.23359 -3.55003 -1.79259
Sb1 3.62670 -3.20326 0.54352
Se2 1.94450 -1.35196 0.70728
Se3 5.64586 -2.62049 1.77056
Se4 2.66010 -5.24798 1.44753

The charge is -1. The LUMO energy is 1.223 eV. For the HOMO-LUMO gap, the calculation gives 4.330 eV. The spin multiplicity is 1. The HOMO energy comes out at -3.1 eV.

Results of the Mulliken charge analysis, in e, for atoms 1 through 5:
1. Y 0.046
2. O -0.560
3. C -1.176
4. C 0.056
5. C -0.595

***

It is found that the relative energy (zero: lowest compared OMol25 entry of this formula, charge and spin) values, taken in the order of the records, are 0.00 95.34 0.00 135.40 64.63 92.20 kcal per mole.
It is found that the M values, taken in the order of the records, are 258.088 239.318 351.656 79.486 1267.373 922.065 g/mol.